79
Properties=species:S:1:pos:R:3 method="wB97M-V/def2-TZVPD" homo_lumo_gap_ha=0.181 homo_ev=-4.1 lumo_ha=0.030 total_charge=-1
C 0.63 0.29 5.02
C 0.33 1.75 4.67
C -0.16 1.94 3.23
N -1.16 1.00 2.73
Ga -2.79 0.59 3.70
C -3.19 -1.34 3.12
O -3.56 -2.23 4.21
O -4.99 -2.37 4.23
C -4.32 1.82 3.08
C -4.92 2.59 4.18
C -5.70 1.80 5.20
N -4.84 3.86 4.37
H -0.30 -0.27 5.16
H 1.19 0.23 5.96
H 1.21 -0.19 4.24
H -0.39 2.16 5.38
H 1.25 2.33 4.78
H -0.57 2.96 3.14
H 0.72 1.91 2.57
H -0.69 0.14 2.47
H -2.70 0.65 5.30
H -4.01 -1.36 2.39
H -2.32 -1.80 2.64
H -5.11 -3.15 3.68
H -3.97 2.49 2.28
H -5.08 1.15 2.66
H -6.77 1.88 4.98
H -5.41 0.75 5.19
H -5.51 2.20 6.20
H -4.31 4.28 3.61
C 4.36 -0.79 1.19
N 3.68 -0.16 2.36
O 4.22 -0.23 3.44
O 2.62 0.37 2.13
H 5.29 -1.23 1.53
H 3.67 -1.53 0.80
H 4.54 -0.01 0.46
C -2.63 -2.55 -1.38
N -1.39 -2.24 -0.64
O -1.37 -2.44 0.56
O -0.46 -1.79 -1.29
H -3.37 -2.93 -0.68
H -2.96 -1.62 -1.84
H -2.38 -3.28 -2.15
C -0.04 0.94 -0.11
N 0.11 1.23 -1.56
O -0.86 1.62 -2.18
O 1.20 1.05 -2.06
H -1.05 1.15 0.21
H 0.22 -0.11 0.01
H 0.68 1.56 0.41
C 6.59 -0.33 -3.14
N 6.01 0.34 -1.95
O 6.60 0.24 -0.89
O 4.97 0.94 -2.10
H 7.51 -0.83 -2.85
H 5.85 -1.02 -3.51
H 6.77 0.44 -3.89
C 7.92 -2.17 -7.69
N 7.40 -1.50 -6.47
O 8.01 -1.62 -5.43
O 6.37 -0.86 -6.60
H 8.83 -2.70 -7.42
H 7.15 -2.85 -8.04
H 8.11 -1.40 -8.43
C 1.22 0.29 -5.04
N 1.14 -0.83 -6.02
O 1.19 -1.97 -5.60
O 1.02 -0.53 -7.19
H 1.32 -0.12 -4.04
H 2.09 0.88 -5.32
H 0.31 0.87 -5.14
C -6.44 0.46 -2.38
N -5.78 -0.06 -1.15
O -5.27 -1.17 -1.20
O -5.79 0.65 -0.18
H -6.35 -0.28 -3.16
H -7.48 0.66 -2.12
H -5.94 1.39 -2.64